[1]
{
  "formula": "C5H19NO4",
  "method": "the ωB97M-V functional and the def2-TZVPD basis",
  "e_homo_ev": -8.01,
  "spin_multiplicity": 1,
  "charge": 0,
  "smiles": "C=C(N)CCC.O.O.O.O",
  "total_energy_ha": -557.54197,
  "e_above_lowest_kcal_mol": 56.4,
  "elements": ["C", "C", "N", "C", "C", "C", "H", "H", "H", "H", "H", "H", "H", "H", "H", "H", "H", "O", "H", "H", "O", "H", "H", "O", "H", "H", "O", "H", "H"],
  "xyz": [[1.153, 0.348, -1.999], [-0.012, 0.541, -1.371], [-0.354, 1.866, -0.966], [-0.622, -0.630, -0.664], [0.320, -1.498, 0.183], [-0.192, -1.653, 1.659], [1.592, -0.575, -2.396], [1.985, 1.010, -2.166], [-1.260, 1.906, -0.573], [-0.121, 2.612, -1.545], [-0.992, -1.381, -1.443], [-1.524, -0.240, -0.124], [1.287, -0.878, 0.226], [0.414, -2.507, -0.311], [-1.323, -1.828, 1.682], [-0.002, -0.750, 2.212], [0.346, -2.514, 2.066], [-0.748, -3.223, -2.428], [-1.623, -3.280, -2.733], [-0.254, -3.172, -3.159], [0.488, 2.053, 2.336], [0.896, 2.340, 1.476], [0.003, 2.743, 2.689], [2.919, 2.122, 0.155], [3.320, 1.695, 0.905], [2.045, 1.730, 0.177], [-2.857, 0.993, 1.767], [-2.035, 1.471, 1.694], [-2.850, 0.696, 2.650]],
  "forces_ev_per_a": [[1.361, -0.605, -1.257], [2.286, 0.612, 0.532], [0.085, -2.544, 1.191], [-2.484, -0.675, -1.450], [0.511, 1.038, 0.999], [-0.993, -0.831, -1.475], [-1.130, -0.492, 0.721], [-0.613, 1.404, -0.084], [-0.921, 0.341, 0.252], [0.370, 1.084, -1.228], [0.107, 1.443, 0.901], [0.676, -0.657, -0.083], [-0.927, -1.580, -0.140], [0.334, 1.213, 0.600], [1.544, -0.007, -0.031], [0.180, 0.297, 0.342], [-0.290, 0.236, 0.438], [-1.309, -0.431, 4.636], [-1.904, -0.166, -0.476], [3.198, 0.325, -4.352], [1.987, -2.273, -2.171], [-0.906, -0.006, 1.400], [-1.306, 2.423, 0.889], [-0.250, 0.246, -0.008], [0.634, -0.148, 0.503], [-0.382, -0.234, -0.679], [-0.342, 0.477, -1.536], [0.604, 0.209, -0.108], [-0.120, -0.699, 1.674]]
}

---

[2]
{
  "formula": "C15H42O6",
  "method": "the ωB97M-V functional and the def2-TZVPD basis",
  "e_homo_ev": [0.99, -7.21],
  "spin_multiplicity": 2,
  "charge": -1,
  "total_energy_ha": -1048.00000,
  "elements": ["C", "C", "O", "H", "H", "H", "H", "H", "H", "C", "C", "O", "H", "H", "H", "H", "H", "H", "C", "C", "O", "H", "H", "H", "H", "H", "H", "C", "C", "C", "O", "H", "H", "H", "H", "H", "H", "H", "H", "C", "C", "C", "O", "H", "H", "H", "H", "H", "H", "H", "H", "C", "C", "C", "O", "H", "H", "H", "H", "H", "H", "H", "H"],
  "xyz": [[-0.016, 3.852, 1.766], [0.576, 4.414, 3.037], [1.882, 3.879, 3.304], [-0.067, 2.765, 1.707], [0.524, 4.322, 0.943], [-1.040, 4.150, 1.539], [-0.013, 4.175, 3.923], [0.699, 5.496, 3.071], [2.151, 4.479, 4.002], [2.501, -1.815, -2.528], [2.240, -1.154, -3.873], [3.006, 0.090, -4.058], [2.323, -2.891, -2.531], [2.035, -1.326, -1.672], [3.551, -1.847, -2.238], [1.186, -1.035, -4.127], [2.487, -1.833, -4.689], [3.135, 0.272, -4.992], [-2.188, -0.204, 1.004], [-1.412, 0.058, -0.244], [0.026, -0.220, -0.101], [-1.849, 0.397, 1.848], [-1.920, -1.192, 1.376], [-3.263, -0.164, 0.829], [-1.532, 1.109, -0.505], [-1.892, -0.523, -1.032], [0.197, -0.999, 0.433], [1.975, -1.600, 3.014], [2.027, -2.471, 1.791], [3.004, -3.579, 1.942], [0.804, -3.058, 1.518], [1.461, -2.219, 3.750], [1.308, -0.747, 2.891], [2.915, -1.236, 3.429], [2.304, -1.879, 0.918], [2.959, -4.123, 2.885], [4.049, -3.269, 1.945], [2.918, -4.216, 1.062], [0.955, -3.707, 0.827], [-3.166, 6.499, 0.222], [-2.184, 5.977, -0.805], [-2.552, 4.584, -1.289], [-2.142, 6.928, -1.850], [-4.196, 6.494, -0.134], [-3.076, 7.568, 0.412], [-3.333, 5.865, 1.094], [-1.259, 6.103, -0.243], [-2.093, 3.940, -0.538], [-2.072, 4.321, -2.231], [-3.623, 4.382, -1.277], [-2.999, 7.360, -1.803], [-1.090, -6.329, -1.403], [-0.098, -5.117, -1.292], [-0.886, -3.762, -1.167], [0.613, -5.357, -0.061], [-0.601, -7.237, -1.757], [-1.923, -6.133, -2.078], [-1.544, -6.534, -0.434], [0.594, -5.111, -2.134], [-1.393, -3.567, -0.222], [-1.664, -3.891, -1.919], [-0.261, -2.880, -1.312], [0.942, -6.251, 0.056]],
  "forces_ev_per_a": [[-0.058, 0.712, -0.545], [-0.223, -0.481, 0.889], [-0.189, 0.228, -0.287], [0.653, 0.029, 0.085], [0.349, -0.653, -0.283], [-0.241, 0.371, 0.694], [-0.550, -0.133, -0.050], [-0.453, 0.252, -0.668], [0.723, -0.345, 0.167], [0.700, 0.191, 0.338], [0.677, 0.035, -1.015], [-0.675, -0.845, 0.829], [-0.837, 0.038, -0.178], [-0.481, -0.056, -0.227], [0.384, 0.535, -0.505], [-0.323, 0.664, 0.785], [0.742, -0.313, 0.066], [-0.201, -0.250, -0.062], [0.577, -0.733, 1.093], [1.058, -0.177, 0.174], [-1.429, 1.037, -0.623], [-0.345, 0.621, -0.139], [-0.332, -0.469, -0.238], [0.028, 0.177, 0.181], [0.465, 0.047, -0.208], [0.459, -0.224, -0.353], [-0.449, -0.484, 0.199], [-1.343, 0.057, 0.584], [1.385, 0.542, -0.227], [1.857, -0.502, -0.104], [-1.792, 0.740, 0.464], [0.196, -0.035, 0.449], [0.060, 0.209, -0.249], [0.131, -0.266, -0.363], [0.383, 0.350, -0.169], [-0.757, -0.269, -0.114], [0.153, 0.535, -0.217], [-0.043, -0.489, 0.279], [-0.269, -0.773, -0.251], [-1.945, -0.082, 0.052], [-0.783, 0.903, 0.762], [1.148, -0.210, 0.925], [-0.020, 0.277, -0.514], [-0.319, -0.286, -0.865], [0.836, -0.134, 0.638], [0.834, 0.237, 0.412], [0.662, -0.862, -0.621], [-0.189, -0.530, -0.011], [-0.218, 0.203, -0.058], [0.019, 0.223, -0.279], [-0.014, 0.236, -0.454], [0.100, 0.807, -0.351], [-1.493, -1.020, 1.674], [0.523, -1.122, -0.288], [0.141, 1.672, -0.105], [0.215, 0.004, 0.092], [-0.013, 0.132, -0.294], [0.187, 0.099, 0.104], [-0.049, 0.193, -0.066], [0.125, -0.662, 0.235], [0.008, 0.698, -0.271], [0.076, -0.065, -0.476], [0.181, -0.584, -0.441]]
}

---

[3]
{
  "formula": "C5H12N2O",
  "method": "the ωB97M-V functional and the def2-TZVPD basis",
  "e_homo_ev": -7.08,
  "spin_multiplicity": 1,
  "charge": 0,
  "total_energy_ha": -382.28935,
  "e_above_lowest_kcal_mol": 133.8,
  "elements": ["C", "C", "C", "O", "H", "H", "H", "H", "H", "H", "N", "N", "C", "C", "H", "H", "H", "H", "H", "H"],
  "xyz": [[-2.629, 1.320, -0.329], [-1.175, -1.607, -1.423], [-1.572, -2.307, -0.535], [-1.834, 1.178, -1.219], [-0.874, -0.984, -2.219], [-3.623, 1.757, -0.516], [-2.304, 1.299, 0.724], [-4.362, -1.036, 0.215], [-1.757, -3.027, 0.208], [-3.696, -1.306, -0.119], [1.002, 1.138, 0.198], [3.895, 0.820, 0.746], [1.656, -0.085, 0.432], [2.946, -0.224, 0.736], [0.183, 1.035, -0.387], [1.620, 1.843, -0.182], [3.482, 1.715, 0.976], [4.674, 0.630, 1.360], [1.014, -0.952, 0.413], [3.352, -1.207, 0.920]],
  "forces_ev_per_a": [[0.592, 1.592, 0.107], [-0.333, -0.466, 0.422], [0.724, 0.186, -0.676], [-0.192, -0.344, -0.104], [0.112, 0.300, -0.257], [-0.263, -0.518, -0.085], [-0.136, -0.558, 0.072], [1.202, -0.497, -0.603], [-0.321, -0.261, 0.479], [-1.354, 0.573, 0.645], [0.174, 0.103, -0.006], [-0.115, 0.151, -0.012], [0.117, -0.144, 0.131], [-0.109, -0.112, -0.079], [0.010, 0.085, -0.010], [-0.146, -0.005, -0.094], [0.144, -0.018, 0.110], [-0.082, 0.095, -0.047], [0.029, -0.076, 0.003], [-0.054, -0.086, 0.005]]
}

---

[4]
{
  "formula": "C35H74BF4I2N8O12S2",
  "method": "the ωB97M-V functional and the def2-TZVPD basis",
  "e_homo_ev": -4.64,
  "spin_multiplicity": 1,
  "charge": -1,
  "total_energy_ha": -4535.00709,
  "elements": ["C", "C", "C", "B", "O", "C", "S", "C", "F", "F", "C", "F", "F", "C", "C", "I", "C", "C", "I", "S", "C", "O", "O", "O", "H", "H", "H", "H", "H", "H", "H", "H", "H", "H", "H", "H", "H", "H", "H", "H", "H", "H", "C", "O", "N", "C", "C", "H", "H", "H", "H", "H", "H", "H", "C", "O", "N", "C", "C", "H", "H", "H", "H", "H", "H", "H", "C", "O", "N", "C", "C", "H", "H", "H", "H", "H", "H", "H", "C", "O", "N", "C", "C", "H", "H", "H", "H", "H", "H", "H", "C", "O", "N", "C", "C", "H", "H", "H", "H", "H", "H", "H", "C", "O", "N", "C", "C", "H", "H", "H", "H", "H", "H", "H", "C", "O", "N", "C", "C", "H", "H", "H", "H", "H", "H", "H", "C", "O", "N", "C", "C", "H", "H", "H", "H", "H", "H", "H"],
  "xyz": [[-4.069, -0.088, -4.348], [-3.451, -1.325, -3.529], [-1.990, -1.709, -4.037], [-0.767, -0.884, -3.290], [-1.146, -0.180, -2.046], [-0.051, -0.304, -1.106], [1.139, 0.976, -1.812], [-0.721, 0.231, 0.234], [-1.136, -0.727, 1.147], [-1.883, 0.943, -0.134], [0.161, 1.303, 1.051], [-0.197, 2.576, 0.627], [-0.224, 1.228, 2.418], [0.375, -1.837, -1.320], [1.905, -2.311, -1.191], [2.953, -2.032, -3.118], [2.750, -1.587, -0.069], [4.163, -2.377, 0.008], [1.913, -1.690, 1.929], [-0.813, -3.206, -0.797], [-0.525, -4.673, -1.899], [-0.487, -3.698, 0.602], [-2.241, -2.793, -0.921], [0.185, -1.909, -2.757], [-3.516, 0.873, -4.123], [-3.893, -0.317, -5.459], [-5.181, 0.011, -4.170], [-4.124, -2.216, -3.710], [-3.520, -1.075, -2.433], [-1.986, -1.523, -5.165], [-1.877, -2.834, -3.881], [-0.338, -0.090, -4.079], [0.316, 1.911, -2.409], [1.261, 1.090, 1.020], [1.896, -3.437, -1.045], [3.019, -0.545, -0.409], [3.885, -3.471, -0.151], [4.867, -2.079, -0.815], [4.627, -2.317, 1.031], [0.418, -5.190, -1.569], [-0.510, -4.364, -2.980], [-1.441, -5.344, -1.746], [6.030, 1.192, 1.914], [6.552, 0.130, 1.621], [5.459, 2.058, 1.034], [4.857, 3.302, 1.465], [5.452, 1.722, -0.378], [5.979, 1.540, 2.956], [3.802, 3.304, 1.178], [5.371, 4.135, 0.975], [4.934, 3.421, 2.546], [4.923, 0.778, -0.522], [6.482, 1.601, -0.724], [4.963, 2.507, -0.954], [-3.653, -0.042, -8.718], [-3.076, -0.201, -7.664], [-4.862, 0.566, -8.868], [-5.489, 0.720, -10.162], [-5.543, 1.078, -7.691], [-3.225, -0.392, -9.673], [-5.639, 1.784, -10.363], [-6.457, 0.211, -10.154], [-4.868, 0.291, -10.949], [-4.907, 1.819, -7.203], [-5.720, 0.256, -6.993], [-6.491, 1.535, -7.968], [-7.900, 3.994, -9.261], [-7.074, 3.887, -8.378], [-7.870, 4.923, -10.254], [-8.894, 4.990, -11.276], [-6.776, 5.876, -10.288], [-8.770, 3.319, -9.326], [-8.431, 4.851, -12.256], [-9.375, 5.970, -11.237], [-9.647, 4.216, -11.124], [-5.831, 5.336, -10.371], [-6.769, 6.449, -9.358], [-6.888, 6.552, -11.134], [5.560, 2.336, 5.973], [5.304, 2.501, 4.794], [5.772, 1.133, 6.560], [6.067, 1.004, 7.974], [5.701, -0.066, 5.743], [5.642, 3.182, 6.675], [7.043, 0.525, 8.096], [5.295, 0.381, 8.436], [6.086, 1.980, 8.459], [6.442, -0.002, 4.943], [4.708, -0.136, 5.293], [5.891, -0.950, 6.349], [2.651, 0.227, 8.288], [3.498, -0.190, 9.058], [1.350, -0.158, 8.274], [0.398, 0.383, 7.323], [0.899, -1.142, 9.240], [2.889, 0.975, 7.514], [-0.412, 0.876, 7.868], [-0.011, -0.433, 6.723], [0.875, 1.107, 6.662], [1.074, -0.762, 10.249], [1.472, -2.063, 9.109], [-0.163, -1.348, 9.105], [4.389, 7.586, 1.122], [4.569, 8.137, 0.055], [5.181, 7.723, 2.222], [4.902, 7.034, 3.466], [6.343, 8.588, 2.143], [3.535, 6.909, 1.286], [4.757, 7.773, 4.258], [5.750, 6.391, 3.716], [4.003, 6.422, 3.380], [6.021, 9.601, 1.893], [7.006, 8.228, 1.354], [6.876, 8.597, 3.094], [1.236, -3.409, 6.413], [2.082, -3.836, 7.175], [-0.080, -3.758, 6.427], [-1.038, -3.207, 5.486], [-0.538, -4.714, 7.416], [1.482, -2.679, 5.625], [-1.821, -2.685, 6.041], [-1.479, -4.021, 4.907], [-0.556, -2.506, 4.804], [-0.333, -4.323, 8.416], [0.007, -5.652, 7.290], [-1.607, -4.894, 7.304], [-2.970, -6.964, -0.824], [-2.002, -7.370, -1.437], [-3.691, -7.688, 0.072], [-4.836, -7.132, 0.765], [-3.301, -9.058, 0.342], [-3.351, -5.937, -0.955], [-4.653, -7.164, 1.842], [-5.721, -7.728, 0.528], [-5.009, -6.099, 0.463], [-2.276, -9.072, 0.720], [-3.338, -9.632, -0.586], [-3.968, -9.506, 1.077]],
  "forces_ev_per_a": [[0.697, -0.978, -0.633], [-0.624, 0.433, -0.573], [-1.260, -0.036, -0.016], [-1.351, -0.815, -0.523], [1.042, -0.638, 1.638], [-3.687, 0.812, -1.632], [1.087, 0.018, 0.583], [-0.920, 1.317, 0.695], [0.544, 0.723, -1.497], [1.631, -1.079, 1.019], [-1.013, -0.240, 0.774], [0.959, -1.446, 0.605], [0.491, 0.251, -1.692], [1.457, 0.453, -4.189], [-0.848, 0.176, 1.517], [-0.101, -0.151, 0.765], [2.260, -1.196, -1.564], [-0.912, -0.803, 0.287], [0.198, 0.166, -0.563], [-2.590, -1.091, 3.797], [-0.348, 0.215, -0.478], [0.004, 0.915, -3.055], [2.895, -0.584, -0.454], [0.363, -0.452, 1.813], [-0.722, -0.993, -0.099], [-0.390, 0.499, 1.553], [1.167, 0.094, -0.051], [0.468, 0.894, 0.221], [0.424, -0.441, -1.065], [0.055, -0.342, 1.328], [-0.045, 1.287, -0.200], [0.859, 0.225, -0.278], [-0.079, -1.224, 0.654], [-1.087, 0.623, -0.146], [0.198, 1.442, -0.001], [-0.900, -0.818, 0.808], [0.565, 1.246, 0.199], [-0.742, -0.135, 0.980], [-0.300, 0.283, -1.186], [-1.044, 0.558, -0.348], [0.193, -0.138, 1.212], [1.605, 1.160, 0.050], [-0.175, 0.340, 0.104], [-0.019, -0.015, -0.307], [0.263, -0.338, 0.390], [-0.005, -0.094, -0.161], [0.111, -0.206, 0.142], [-0.085, 0.088, -0.132], [-0.001, 0.198, 0.045], [-0.139, 0.120, 0.041], [0.040, -0.153, -0.061], [0.067, 0.050, -0.182], [-0.095, -0.060, -0.124], [-0.007, -0.040, 0.123], [-0.199, 0.111, 0.053], [-0.154, 0.081, -0.200], [0.406, -0.264, -0.279], [0.009, 0.077, 0.372], [0.157, -0.203, 0.186], [-0.055, 0.015, -0.121], [-0.100, -0.046, -0.157], [-0.034, 0.065, -0.194], [0.012, -0.001, 0.101], [-0.172, -0.027, 0.106], [0.029, 0.136, 0.082], [0.160, 0.018, -0.058], [-0.006, 0.201, -0.187], [0.006, 0.178, -0.176], [-0.236, -0.434, 0.239], [0.277, 0.153, 0.083], [0.087, -0.159, 0.255], [-0.068, 0.020, -0.084], [-0.188, 0.025, -0.066], [-0.107, -0.072, -0.153], [0.094, 0.030, 0.056], [0.034, 0.168, 0.030], [0.142, 0.034, -0.088], [-0.078, -0.104, 0.040], [0.182, -0.653, 0.445], [-0.086, 0.095, -0.072], [-0.092, 0.871, -0.195], [0.020, -0.377, -0.015], [-0.044, 0.170, -0.235], [0.010, -0.031, 0.074], [0.017, 0.089, 0.097], [0.323, 0.216, 0.109], [-0.019, -0.018, -0.117], [-0.108, -0.150, -0.041], [0.098, -0.134, -0.080], [-0.036, 0.143, 0.044], [-0.514, -0.135, -0.131], [-0.405, -0.176, 0.212], [0.575, 0.328, -0.149], [0.004, -0.177, 0.186], [0.338, -0.085, 0.123], [-0.055, 0.011, -0.062], [-0.064, 0.022, -0.171], [-0.096, 0.144, -0.084], [0.023, -0.082, 0.058], [-0.071, -0.126, 0.010], [-0.098, -0.017, 0.088], [0.069, 0.094, -0.083], [0.125, -0.021, 0.272], [0.196, 0.090, 0.154], [-0.468, -0.185, -0.343], [0.231, 0.182, -0.125], [-0.136, 0.009, -0.290], [0.016, -0.041, 0.104], [-0.028, -0.159, 0.116], [-0.135, -0.065, 0.166], [0.072, 0.051, -0.074], [0.171, 0.001, -0.007], [0.065, 0.149, 0.056], [-0.109, -0.070, -0.037], [-0.354, -0.054, -0.104], [-0.196, -0.073, 0.131], [0.523, 0.357, -0.108], [0.015, -0.204, 0.215], [0.319, 0.026, 0.032], [-0.088, 0.008, -0.069], [-0.080, 0.031, -0.175], [-0.080, 0.187, -0.114], [0.019, -0.081, 0.020], [-0.050, -0.165, 0.033], [-0.093, -0.014, 0.147], [0.083, 0.082, -0.075], [-0.283, -0.038, 0.220], [-0.178, -0.369, 0.171], [0.129, 0.369, -0.317], [0.151, -0.228, -0.014], [0.218, 0.115, -0.207], [-0.060, 0.023, 0.091], [-0.169, 0.087, 0.008], [-0.090, 0.115, 0.115], [0.098, -0.076, -0.018], [-0.048, -0.158, -0.024], [0.069, -0.103, 0.117], [-0.001, 0.121, -0.050]]
}